# 1
Formula: C5H10O
Source: the OMol25 dataset
Level of theory: ωB97M-V with the def2-TZVPD basis set

XYZ file:
```
16
Properties=species:S:1:pos:R:3:forces:R:3
C 1.0687 -1.6847 0.0251 1.2563 0.0552 -1.2833
C 1.1942 -0.5307 -1.0478 1.8387 0.3075 0.3049
C -0.1481 0.1035 -0.8493 -0.2072 4.0363 2.5993
C -0.7714 0.4291 0.6723 -0.8571 -1.4314 0.6235
C -1.1196 1.8021 0.9998 -0.9371 0.4547 2.8472
O -1.3285 -0.3527 1.4531 1.7630 -0.5410 -2.0560
H 0.1245 -2.0283 -0.2909 -1.0779 -1.5662 0.1730
H 1.8225 -2.5367 -0.0972 -0.8863 1.4455 0.7804
H 0.8270 -1.2113 1.0232 1.2244 -0.9972 -0.9576
H 2.1107 0.0950 -0.7673 -1.3929 -0.4322 -0.6199
H 1.2758 -0.7747 -2.1967 0.0181 -0.1295 2.3819
H -0.4541 1.0215 -1.4140 0.5756 -0.8706 0.1826
H -0.8202 -0.6378 -0.9442 -2.5917 -2.5061 -1.6258
H -1.3316 1.8794 2.1423 0.2998 -0.2528 -2.0317
H -0.3786 2.4921 0.7862 1.1447 1.7141 -0.9690
H -2.0715 1.9342 0.5053 -0.1703 0.7137 -0.3495
```
Forces are in eV/Å.

Output
SMILES = CCCC(C)=O
E_tot = -271.663376 hartree
ΔE to the lowest compared entry with this formula, charge and spin = 2.428 eV
net charge = 0
highest occupied orbital energy = -9.34 eV
lowest unoccupied orbital energy = 0.790 eV

Listed below, in e, are the natural (NBO) charges computed for each atom:
1 C -0.62
2 C -0.40
3 C -0.48
4 C 0.60
5 C -0.72
6 O -0.57
7 H 0.20
8 H 0.22
9 H 0.23
10 H 0.20
11 H 0.22
12 H 0.22
13 H 0.21
14 H 0.24
15 H 0.21
16 H 0.24

# 2
Formula: C2H3NO2S
Source: the OMol25 dataset
Level of theory: ωB97M-V with the def2-TZVPD basis set

XYZ file:
```
9
Properties=species:S:1:pos:R:3:forces:R:3
C 0.4124 -3.0614 0.2371 -0.7800 -2.7109 4.1403
C 0.2340 0.1166 -0.0683 -2.3704 -1.3862 -1.0903
N 0.1789 -3.7587 1.1495 0.5160 1.1989 -1.4215
O 0.5697 -2.3604 -0.7659 -0.1468 0.7278 -2.9697
O 1.3245 -0.6497 -2.3439 -0.1099 0.2320 -1.2209
S 1.4685 -0.9240 -0.9525 -0.0904 0.8460 1.7889
H -0.8115 -0.4088 -0.0055 2.1321 0.5398 0.0593
H 0.0000 0.9639 -0.7088 0.5753 0.2807 0.0581
H 0.5889 0.3727 0.9029 0.2740 0.2719 0.6558
```
Forces are in eV/Å.

Output
E_tot = -681.348274 hartree
ΔE to the lowest compared entry with this formula, charge and spin = 3.022 eV
net charge = 0
highest occupied orbital energy = -10.59 eV
lowest unoccupied orbital energy = 0.093 eV

Listed below, in e, are the natural (NBO) charges computed for each atom:
1 C 0.54
2 C -0.87
3 N -0.42
4 O -0.67
5 O -0.88
6 S 1.54
7 H 0.26
8 H 0.26
9 H 0.24

# 3
Formula: C14H15N3O3S
Source: the OMol25 dataset
Level of theory: ωB97M-V with the def2-TZVPD basis set

XYZ file:
```
36
Properties=species:S:1:pos:R:3:forces:R:3
C 3.2018 -1.8465 3.6078 0.0438 -0.1428 0.0860
O 2.7602 -0.7229 2.8879 -0.0817 0.2448 -0.1512
C 1.5231 -0.7616 2.3178 -0.2983 -0.1075 -0.0952
C 0.6512 -1.8369 2.3798 0.4391 -0.0023 0.2028
C -0.5893 -1.7682 1.7546 -0.3121 0.2036 -0.2268
C -0.9730 -0.6344 1.0685 0.0143 -0.1179 0.0336
O -2.1669 -0.4668 0.4043 0.4458 0.2809 0.1142
C -3.0898 -1.5264 0.4164 -0.1733 -0.1329 -0.0231
C -0.0902 0.4643 1.0127 0.0877 -0.0913 0.0615
N -0.5394 1.5842 0.3113 -0.5247 -0.3711 0.2502
C 0.1860 2.6224 -0.1690 -0.2759 0.4615 -0.0796
O 1.3345 2.8748 0.1056 0.2760 0.0129 0.1548
C -0.6219 3.5675 -1.0614 -0.0847 -0.1742 -0.3866
S -1.9012 2.7619 -2.0759 -0.3003 0.4240 0.2120
C -0.9458 1.4859 -2.7863 0.4043 -0.1406 -0.0668
N -1.5813 0.6397 -3.5842 -0.5147 0.2834 0.0707
C -0.8579 -0.3416 -4.0901 0.3680 -0.1869 -0.0164
C 0.4942 -0.4936 -3.8065 -0.0790 0.1289 0.0662
C 1.0528 0.4596 -2.9662 0.0175 -0.3755 -0.2585
N 0.3378 1.4467 -2.4610 -0.0448 0.2397 -0.0820
C 1.1415 0.3930 1.6299 0.1658 -0.0805 0.0871
H 2.5502 -2.0604 4.4617 0.0105 -0.0028 -0.0400
H 4.1963 -1.5918 3.9705 -0.0630 -0.0664 0.0000
H 3.2671 -2.7348 2.9703 -0.0215 0.0271 0.0236
H 0.9097 -2.7419 2.9052 0.0672 -0.0650 0.0596
H -1.2434 -2.6233 1.8164 -0.0950 -0.0492 -0.0246
H -3.9409 -1.1794 -0.1676 0.0245 -0.0852 0.0507
H -3.4178 -1.7610 1.4341 0.0281 -0.0021 -0.0327
H -2.6743 -2.4259 -0.0492 0.0041 0.0294 0.0307
H -1.4922 1.4838 -0.0224 0.1968 0.1294 -0.0533
H 0.0701 4.0978 -1.7145 0.0329 -0.0721 0.1880
H -1.1563 4.2898 -0.4424 -0.0013 0.0043 -0.0051
H -1.3885 -1.0249 -4.7408 0.0580 -0.1023 -0.0602
H 1.0755 -1.3014 -4.2173 0.0524 -0.0837 -0.0447
H 2.0957 0.4472 -2.6787 0.1098 -0.1055 -0.0412
H 1.8225 1.2248 1.5788 0.0235 0.0878 -0.0040
```
Forces are in eV/Å.

Output
SMILES = COc1ccc(OC)c(NC(=O)CSc2ncccn2)c1
E_tot = -1330.665203 hartree
ΔE to the lowest compared entry with this formula, charge and spin = 1.854 eV
net charge = 0
highest occupied orbital energy = -7.82 eV
lowest unoccupied orbital energy = 0.657 eV

Listed below, in e, are the natural (NBO) charges computed for each atom:
1 C -0.25
2 O -0.49
3 C 0.30
4 C -0.32
5 C -0.26
6 C 0.23
7 O -0.52
8 C -0.25
9 C 0.20
10 N -0.65
11 C 0.71
12 O -0.61
13 C -0.62
14 S 0.28
15 C 0.25
16 N -0.46
17 C 0.09
18 C -0.32
19 C 0.10
20 N -0.49
21 C -0.29
22 H 0.17
23 H 0.20
24 H 0.17
25 H 0.22
26 H 0.22
27 H 0.20
28 H 0.18
29 H 0.18
30 H 0.43
31 H 0.25
32 H 0.25
33 H 0.20
34 H 0.23
35 H 0.21
36 H 0.26

Calculated gap between HOMO and LUMO, 10.1, 10.7, 8.5 eV (same order as the records).